{"formula": "C5H14N2P", "method": "wB97M-V/def2-TZVPD", "elements": ["C", "C", "C", "C", "C", "N", "N", "P", "H", "H", "H", "H", "H", "H", "H", "H", "H", "H", "H", "H", "H", "H"], "coordinates": [[3.149, -0.747, 0.870], [3.248, 0.048, -0.303], [-0.712, 2.209, 0.531], [-1.727, -1.746, -0.306], [-3.380, 0.376, -0.332], [2.123, 0.257, 0.676], [-0.722, 0.920, 0.388], [-2.082, -0.361, 0.819], [3.099, -1.896, 0.875], [3.831, -0.476, 1.678], [4.149, 0.759, -0.397], [2.885, -0.354, -1.235], [0.083, 2.910, 0.383], [-1.665, 2.512, 0.830], [2.315, 0.996, 1.302], [-0.973, -2.458, 0.162], [-1.515, -1.191, -1.308], [-2.566, -2.382, -0.552], [-2.896, 0.574, -1.327], [-3.499, 1.389, 0.060], [-4.232, -0.299, -0.273], [0.317, 0.500, 0.404]], "lowdin_charge": [-0.224, -0.151, 0.077, -0.331, -0.280, -0.040, -0.144, 0.934, 0.143, 0.112, 0.145, 0.100, 0.108, 0.065, 0.078, 0.060, 0.076, 0.042, 0.062, 0.016, 0.051, 0.101], "fmax_ev_per_a": 4.067, "de_lowest_kcal_mol": 40.0, "charge": 1, "energy_ha": -649.424312, "molar_mass_g_mol": 133.16}